{"formula": "C3H11NO6", "method": "ωB97M-V with the def2-TZVPD basis set", "symbols": ["C", "N", "C", "C", "O", "O", "O", "H", "H", "H", "H", "H", "H", "H", "O", "H", "H", "O", "H", "H", "O"], "positions_angstrom": [[-0.133, -1.980, 1.987], [0.403, -2.692, 0.926], [-0.179, -2.515, -0.407], [-0.163, -1.045, -0.799], [0.975, -0.693, -1.368], [-1.082, -0.294, -0.547], [0.453, -2.012, 3.046], [-1.019, -1.404, 1.703], [1.340, -3.044, 1.015], [0.391, -3.060, -1.143], [-1.202, -2.873, -0.372], [1.213, 0.257, -1.318], [1.196, 2.435, -0.542], [1.452, 2.844, -1.951], [1.160, 2.077, -1.447], [-2.494, 2.313, -0.348], [-1.489, 1.792, -1.303], [-1.696, 2.596, -0.810], [-0.341, 3.789, -0.441], [0.388, 3.618, 0.937], [0.386, 4.115, 0.114]], "forces_ev_per_a": [[2.2, -1.2, -0.4], [-1.1, 0.8, -0.6], [0.0, 0.1, 0.3], [-0.4, 0.3, 0.2], [0.8, -0.5, 0.1], [0.2, 0.0, -0.1], [-0.9, 0.6, 0.4], [-0.3, 0.0, 0.4], [0.1, 0.0, 0.2], [0.1, -0.4, -0.1], [-0.1, 0.0, -0.3], [-0.7, 0.4, -0.4], [-0.2, 0.0, -0.3], [0.0, -0.2, -0.2], [0.4, -0.3, 0.2], [0.0, 0.3, 0.2], [0.5, 0.0, 0.0], [-0.6, -0.4, -0.2], [-0.2, -0.2, 0.6], [-0.5, 0.1, 0.0], [0.6, 0.5, 0.0]], "mulliken_charge": [0.09, -0.17, -0.78, 0.70, -0.46, -0.52, -0.57, 0.35, 0.27, 0.41, 0.26, 0.43, 0.36, 0.28, -0.68, 0.29, 0.36, -0.62, 0.42, 0.30, -0.71], "spin_multiplicity": 1, "relative_energy_ev": 0.302, "smiles": "O=CNCC(=O)O.O.O.O", "gap_ha": 0.379, "e_homo_ev": -9.91}